Below is a 3-piece molecular cluster, C3H14N2O2 overall in a non-equilibrium geometry, with properties calculated with ωB97M-V with the def2-TZVPD basis set.

```
21
Properties=species:S:1:pos:R:3:mulliken_charge:R:1
N 0.5931 -1.5082 2.0924 -0.55
C -0.2682 -0.3963 1.4982 -1.08
C -0.1223 -0.4242 -0.1447 -0.02
C -1.5521 -0.4671 -0.7439 -0.63
N -1.8118 0.2735 -1.9944 -0.48
H 0.0706 -2.3299 2.0705 0.19
H 1.6952 -1.4153 1.8497 0.22
H -1.2583 -0.6127 1.8638 0.45
H 0.0713 0.5929 1.9075 0.41
H 0.6068 -1.0777 -0.4824 0.37
H 0.4000 0.5525 -0.2702 0.11
H -1.8214 -1.4332 -0.9240 0.30
H -2.1129 0.0247 0.0983 0.33
H -2.5977 0.8680 -1.9464 0.19
H -1.8507 -0.4370 -2.6844 0.22
H 2.1141 0.4273 1.9436 0.33
H 2.8997 0.3674 0.5814 0.34
O 3.0289 0.5450 1.5319 -0.68
H -0.0452 1.8044 -2.1483 0.32
H 1.1214 2.7003 -2.3415 0.31
O 0.8397 1.9455 -1.7574 -0.66
```

Calculated values
Highest occupied orbital energy, Eh: -0.31528
Lowest unoccupied orbital energy, eV: 0.813
Structure (SMILES): NCCCN.O.O
E, Eh: -382.6115



Below is one molecule with the formula C5H11F in a non-equilibrium geometry, with properties calculated with ωB97M-V with the def2-TZVPD basis set.

```
17
Properties=species:S:1:pos:R:3:mulliken_charge:R:1
C 0.9492 -0.3005 -1.2909 -1.20
C -1.0551 -1.5891 -0.5984 -1.34
C -0.0274 1.5120 1.7019 -1.04
C -0.3119 -0.2651 -0.3717 0.18
C 0.0820 0.0124 1.3339 0.30
F 1.3210 -0.4316 1.5668 -0.33
H 0.7714 -0.5158 -2.3604 0.39
H 1.7071 -0.9902 -0.8795 0.31
H 1.5700 0.7129 -1.2205 0.25
H -1.2625 -1.4108 -1.6493 0.43
H -0.5368 -2.5535 -0.3452 0.28
H -2.0725 -1.5895 -0.0399 0.32
H -1.0085 1.8847 2.3167 0.25
H 0.0167 2.1066 0.6951 0.26
H 0.8773 1.7822 2.2353 0.33
H -0.9368 0.5451 -0.6604 0.32
H -0.6383 -0.6292 1.8522 0.30
```

Calculated values
Highest occupied orbital energy, Eh: -0.37027
Lowest unoccupied orbital energy, eV: 1.107
Structure (SMILES): CC(C)[C@H](C)F
E, Eh: -296.9156



Below is one molecule with the formula C4H7NO2, with properties calculated with ωB97M-V with the def2-TZVPD basis set.

```
14
Properties=species:S:1:pos:R:3:mulliken_charge:R:1
O -2.3983 -1.2453 -0.6102 -0.31
C -1.4588 -0.9969 0.2753 -0.52
C -0.1726 -0.8269 -0.5123 -0.13
N 0.6530 0.1887 0.0930 0.17
C 0.0531 1.4973 0.2506 -0.95
C 1.9343 -0.0352 0.4906 0.17
O 2.6738 0.7954 0.9801 -0.57
H -3.2290 -1.3691 -0.1255 0.43
H -0.8208 1.4316 0.9097 0.32
H 0.3434 -1.7975 -0.4563 0.28
H -0.3573 -0.6105 -1.5782 0.27
H 0.7978 2.1610 0.6895 0.30
H -0.2658 1.8907 -0.7230 0.31
H 2.2471 -1.0835 0.3165 0.24
```

Calculated values
Highest occupied orbital energy, Eh: -0.33135
Lowest unoccupied orbital energy, eV: 0.506
E, Eh: -361.7604



Below is a 2-piece molecular cluster, C24H25FN4O3 overall in a non-equilibrium geometry, with properties calculated with ωB97M-V with the def2-TZVPD basis set.

```
57
Properties=species:S:1:pos:R:3:mulliken_charge:R:1
N -3.4806 0.9190 0.8234 -0.57
O 0.7801 2.5662 -5.0465 -0.63
O -1.7612 3.7410 -2.1592 -0.70
F -0.0999 0.4918 6.0429 -0.32
C -2.8717 0.2289 1.5378 0.16
O 3.8766 -1.7048 7.4088 -0.54
C 0.2795 1.4559 -5.1434 0.59
C -1.7243 3.0088 -3.1403 0.16
C -2.2753 -1.9643 2.5477 -0.65
C -1.2561 -2.4323 3.4659 -0.76
C -2.0825 -0.6187 2.3787 0.11
C -0.4875 -1.3535 3.8320 0.24
C 1.4776 -2.4546 -1.1091 -0.50
C 0.3890 -1.9040 -0.4116 -0.50
C 2.1346 -1.6965 -2.0958 -0.78
C 2.6664 -2.5574 5.5256 -0.62
C 1.8873 -0.6035 6.6951 -0.64
C 1.5801 -2.4616 4.6473 -0.86
C -0.0440 -0.6015 -0.7108 -0.08
C 1.7045 -0.3870 -2.3842 -0.14
C 0.7979 -0.4978 5.8265 0.44
C 2.8217 -1.6230 6.5482 0.95
C 0.6400 -1.4267 4.7777 0.34
C 0.6071 0.1629 -1.6937 -0.12
N -2.3431 3.4549 -4.2436 -0.15
N -0.9778 -0.2348 3.1427 0.21
N -0.6030 0.9585 -4.2759 0.12
C 0.6601 0.5598 -6.2995 -1.36
C -2.6597 2.7757 -5.4989 -0.77
C -0.3834 1.1131 3.1274 -0.84
C 0.1023 1.5639 -1.9998 -1.42
C -1.0465 1.6114 -3.0313 -0.13
H 4.4306 -2.4691 7.1858 0.29
H -3.0527 -2.5652 2.0835 0.46
H -1.1391 -3.4501 3.8254 0.53
H 1.8117 -3.4573 -0.8833 0.40
H -0.1163 -2.4790 0.3519 0.41
H 2.9776 -2.1163 -2.6264 0.38
H 3.3857 -3.3599 5.3999 0.26
H 2.0052 0.1127 7.5005 0.45
H 1.4717 -3.1855 3.8447 0.45
H -0.8839 -0.1808 -0.1857 0.51
H 2.2171 0.2000 -3.1332 0.51
H -2.6819 4.3994 -4.1434 0.28
H -0.9300 0.0214 -4.4385 0.29
H -0.1971 0.4384 -6.9588 0.33
H 1.4797 1.0234 -6.8482 0.36
H 0.9824 -0.4075 -5.9175 0.35
H -1.7999 2.8204 -6.1695 0.20
H -3.4997 3.2792 -5.9801 0.35
H -2.9385 1.7376 -5.3155 0.28
H -0.9116 1.7655 3.8283 0.32
H 0.6732 1.0741 3.4064 0.35
H -0.4449 1.5503 2.1261 0.27
H 0.9319 2.1799 -2.3494 0.50
H -0.2465 2.0015 -1.0631 0.65
H -1.8331 0.9769 -2.6241 0.59
```

Calculated values
Highest occupied orbital energy, Eh: -0.30904
Lowest unoccupied orbital energy, eV: 0.491
Structure (SMILES): CNC(=O)[C@H](Cc1ccccc1)NC(C)=O.Cn1c(C#N)ccc1-c1ccc(O)cc1F
E, Eh: -1474.1800



Below is a 6-piece molecular cluster, C5H20NO8 overall in a non-equilibrium geometry, with properties calculated with ωB97M-V with the def2-TZVPD basis set.

```
34
Properties=species:S:1:pos:R:3:mulliken_charge:R:1
N -0.5796 -1.4225 -2.4732 0.98
O -0.5536 -0.2392 -2.8288 -0.68
O -0.3892 -2.3076 -3.3145 -0.65
O -0.7938 -1.7976 -1.3305 -0.66
C -0.3546 4.3410 0.5668 -0.43
O -0.0094 5.1760 1.7022 -0.53
H -1.2195 3.7312 0.8276 0.23
H -0.6020 4.9135 -0.3271 0.20
H 0.5073 3.6915 0.4137 0.23
H 0.0970 4.6501 2.4983 0.30
C 5.0133 -4.6618 -2.4186 -0.53
O 4.2743 -5.8005 -2.7060 -0.48
H 5.9548 -4.6079 -2.9653 0.23
H 4.4616 -3.7381 -2.5935 0.25
H 5.2440 -4.6034 -1.3549 0.23
H 4.7217 -6.5530 -2.3119 0.29
C -3.8568 4.4683 -5.9776 -0.45
O -3.8793 3.3109 -5.1318 -0.51
H -4.8294 4.9566 -6.0391 0.20
H -3.0912 5.1294 -5.5715 0.22
H -3.5597 4.1691 -6.9827 0.22
H -2.9871 3.0884 -4.8561 0.32
C 2.9395 -1.1719 4.2880 -0.44
O 2.7049 -1.6884 5.5539 -0.51
H 3.9578 -1.3442 3.9394 0.22
H 2.2867 -1.6430 3.5531 0.22
H 2.8067 -0.0904 4.3177 0.21
H 3.0429 -1.1468 6.2708 0.30
C -3.7085 -1.2893 4.4995 -0.48
O -3.2888 -2.3984 3.6313 -0.51
H -4.0522 -1.7129 5.4431 0.21
H -2.8624 -0.6349 4.7093 0.23
H -4.5511 -0.7121 4.1187 0.24
H -2.8443 -2.0622 2.8496 0.32
```

Calculated values
Highest occupied orbital energy, Eh: -0.14411
Lowest unoccupied orbital energy, eV: 2.308
E, Eh: -858.9951
Net charge: -1



Below is one molecule with the formula C3H7N3O2 in a non-equilibrium geometry, with properties calculated with ωB97M-V with the def2-TZVPD basis set.

```
15
Properties=species:S:1:pos:R:3:mulliken_charge:R:1
C 3.5222 0.4995 -0.0216 -0.62
C 0.2734 -0.8103 -0.0910 0.15
C -1.9275 0.2595 -0.0095 0.45
H 4.4045 -0.0570 -0.2178 0.28
H 3.6663 0.9512 1.0013 0.24
H 3.5485 1.1793 -0.8081 0.32
H 0.2997 -1.8748 -0.5527 0.30
H -3.9465 0.5448 0.4044 0.27
H -3.5311 -1.1997 0.0209 0.22
H -0.6381 1.8952 -0.0352 0.32
N 1.1812 0.1183 0.2360 -0.42
N -3.2113 -0.2255 0.2230 -0.41
N -1.7120 1.5061 -0.2177 -0.65
O 2.4800 -0.4836 0.0731 -0.19
O -1.0822 -0.8819 -0.1694 -0.26
```

Calculated values
Highest occupied orbital energy, Eh: -0.34191
Lowest unoccupied orbital energy, eV: 0.841
Structure (SMILES): [H]/N=C(/N)O/C=N/OC
E, Eh: -433.1116